Entry 1:
13
Properties=species:S:1:pos:R:3:forces:R:3 method="wB97M-V/def2-TZVPD" relative_energy_kj_mol=154.22 homo_lumo_gap_ev=11.2064 total_charge=0 smiles="C=N.CC" e_tot_ev=-4745.5107 multiplicity=1
C -0.2810 -0.7469 3.6919 0.5 -0.7 1.1
C -0.7796 0.6613 3.4275 -0.1 0.3 1.8
H 0.8220 -0.8582 3.9728 -1.5 0.3 -0.5
H -0.5258 -1.3758 2.8563 0.3 -0.5 -0.5
H -0.8987 -1.1890 4.5350 0.9 0.6 -0.7
H -0.4504 1.2203 2.5611 0.2 -0.3 -0.3
H -1.8607 0.6012 3.4869 -0.3 0.2 -0.6
H -0.5391 1.2574 4.3190 0.1 0.2 -0.3
C 0.0622 0.2688 -3.9464 0.0 -1.4 -1.0
N 1.2129 -0.2862 -4.0148 -0.3 1.6 1.4
H -0.7340 -0.2572 -3.3880 0.2 0.3 -0.5
H -0.2003 1.0738 -4.6573 -0.1 0.3 1.0
H 1.8304 0.4639 -4.3527 0.2 -0.8 -0.9

Entry 2:
13
Properties=species:S:1:pos:R:3:forces:R:3 method="wB97M-V/def2-TZVPD" relative_energy_kj_mol=22.73 homo_lumo_gap_ev=10.2979 total_charge=0 smiles=CC(C)N e_tot_ev=-4746.8736 multiplicity=1
C 0.1168 -1.0624 0.8457 -0.5 0.4 0.8
C -0.4779 0.0446 0.0099 -0.7 -0.4 -1.3
C 0.3365 1.3206 0.0978 0.3 0.2 0.9
N -0.6239 -0.4037 -1.4073 0.0 -0.4 0.6
H -0.5836 -1.8548 1.0588 -0.4 -0.2 0.0
H 0.9534 -1.5155 0.3771 1.0 -0.3 -0.5
H 0.4391 -0.6594 1.8035 0.1 0.0 0.2
H -1.5109 0.1714 0.3455 0.1 0.5 0.2
H 0.2636 2.0108 -0.7394 -0.2 -0.2 -0.2
H 0.0849 1.9037 0.9902 -0.1 -0.1 0.0
H 1.3804 1.0379 0.2419 0.2 0.1 -0.3
H -0.1195 -1.2649 -1.5767 0.0 0.0 0.0
H -0.2588 0.2717 -2.0471 0.1 0.4 -0.3

Entry 3:
13
Properties=species:S:1:pos:R:3:forces:R:3 method="wB97M-V/def2-TZVPD" relative_energy_kj_mol=171.00 homo_lumo_gap_ev=10.6292 total_charge=0 smiles="C=NC.C" e_tot_ev=-4745.3368 multiplicity=1
C 0.3106 0.1249 -2.5326 1.9 -0.3 -1.1
H 0.4424 0.2237 -3.6171 -1.0 -0.2 0.0
H 1.0837 0.8442 -2.2309 -0.7 0.0 0.9
H 0.7014 -0.8596 -2.2999 0.0 -0.1 0.2
H -0.6830 0.1857 -2.1243 -0.1 0.6 -0.2
C 0.7416 -0.2770 1.7563 0.0 -2.3 0.7
C -1.1020 0.4311 0.6002 0.6 -1.8 0.0
N -0.0966 -0.3506 0.5589 0.9 2.1 -0.1
H 1.2717 -1.2253 1.8999 0.0 -0.1 -0.3
H 0.1567 -0.2130 2.6718 -0.2 0.6 0.2
H 1.5537 0.4523 1.7535 -0.5 0.4 -0.5
H -1.5539 0.6758 -0.3540 -0.7 0.0 0.3
H -1.5204 0.6558 1.5821 -0.1 1.0 -0.1

Entry 4:
14
Properties=species:S:1:pos:R:3:forces:R:3 method="wB97M-V/def2-TZVPD" relative_energy_kj_mol=652.69 homo_lumo_gap_ev="5.9873 / 9.2037" total_charge=+1 e_tot_ev=-6224.2837 multiplicity=1
C -2.0452 -0.1817 0.2310 -1.0 -1.1 -0.4
C 1.2051 1.1515 0.2427 3.3 0.3 0.3
C 1.6885 -1.1653 -0.4055 -1.0 -2.7 1.1
N 0.8064 -0.1354 -0.1563 -2.1 0.6 0.3
N -2.9477 0.2809 -0.5656 -0.2 -3.1 3.6
H -2.4424 -1.0408 0.8518 1.0 0.9 -0.2
H 0.9348 1.8654 -0.5482 0.3 -0.1 0.1
H 0.8327 1.5658 1.1596 -1.2 -0.3 0.6
H 2.3432 1.1862 0.5225 -1.6 0.0 -1.1
H 1.6649 -1.3533 -1.4462 0.6 0.2 -1.7
H 2.6650 -1.0966 0.0231 0.8 0.3 0.1
H 1.2665 -2.2189 -0.1481 0.3 1.7 0.3
H -3.9136 -0.0281 -0.3905 0.3 0.1 -0.5
H -2.8306 1.0326 -1.1223 0.7 3.1 -2.5

Entry 5:
14
Properties=species:S:1:pos:R:3:forces:R:3 method="wB97M-V/def2-TZVPD" relative_energy_kj_mol=503.99 homo_lumo_gap_ev=8.7830 total_charge=+1 e_tot_ev=-6225.8249 multiplicity=1
C 1.0586 -1.8914 -0.9554 1.4 5.0 0.6
N 1.5235 -0.5969 -1.0133 -2.9 -2.8 -2.0
H 1.9362 -2.4257 -0.8303 1.1 -2.9 -1.3
H 0.0427 -2.2408 -0.8203 -0.1 0.2 1.0
H 1.0174 0.5421 -0.1449 -2.3 0.7 -1.5
H 1.9910 -0.5888 -1.9692 1.4 0.1 2.2
C -2.0611 0.5833 1.1619 1.6 0.2 -4.1
C -0.7210 0.5387 1.0373 -2.3 1.2 1.1
N -0.0041 1.2026 -0.0126 4.0 0.8 3.3
H -2.6055 0.9347 0.2154 0.5 -0.6 1.7
H -2.5884 0.0619 1.8881 -0.8 -0.4 1.5
H -0.0307 0.5165 1.8695 -0.2 -1.1 0.3
H -0.2787 1.4601 -0.8984 -1.8 -0.3 -2.6
H 0.2212 2.1168 0.4090 0.3 -0.2 -0.2

Entry 6:
14
Properties=species:S:1:pos:R:3:forces:R:3 method="wB97M-V/def2-TZVPD" relative_energy_kj_mol=361.37 homo_lumo_gap_ev="7.2860 / 5.6317" total_charge=+2 e_tot_ev=-6213.8841 multiplicity=2
C 1.4826 -1.9959 -0.9313 -0.1 0.2 1.8
N 2.0107 -0.9703 -0.3509 -0.5 -1.1 -2.6
H 2.0748 -2.8932 -0.7045 0.2 -0.6 -0.5
H 0.4756 -2.1292 -1.3765 0.2 0.3 0.1
H 0.9884 0.7822 0.2022 -1.0 -0.1 0.8
H 2.8738 -0.7368 -0.8996 0.5 0.6 0.9
C -2.3032 0.6718 0.3725 0.4 1.2 0.3
C -1.1019 0.6316 0.9297 -0.2 -0.8 0.3
N 0.0707 1.2720 0.2599 0.1 0.3 0.3
H -2.6116 1.4461 -0.3365 0.3 -0.8 -0.7
H -3.0979 0.1234 0.8342 -0.3 -0.1 0.4
H -0.9512 0.2900 1.9523 0.5 -0.4 -0.5
H -0.1879 1.3672 -0.7267 -0.1 1.0 0.2
H 0.2772 2.1412 0.7753 0.0 0.3 -0.8

> Which value of multiplicity does entry 3 give?

1